(1)
Formula: C4H13N2P
Source: OMol25
Level of theory: ωB97M-V/def2-TZVPD

Structure (ORCA input):
```
! RIJCOSX wB97M-V def2-TZVPD def2/J DEFGRID3
* xyz 0 1
C -0.512 1.181 1.317
C -1.522 0.015 -0.622
C 0.225 -1.164 0.609
C -0.162 0.255 0.201
N 1.671 -1.223 0.779
N 1.371 -0.135 -2.061
P 1.105 1.190 -0.905
H -0.788 2.209 0.936
H -1.267 0.690 1.912
H 0.400 1.353 2.082
H -1.610 0.834 -1.253
H -2.441 0.038 0.035
H -1.343 -0.866 -1.245
H 2.019 -1.873 1.573
H -0.221 -1.344 1.533
H -0.040 -1.878 -0.092
H 2.089 -0.325 0.970
H 1.536 0.155 -3.016
H 2.085 -0.679 -1.655
H 0.163 1.679 -1.715
*
```

Its SMILES is CC(C)(CN)PN. As for the HOMO-LUMO gap: 9.16 eV.

Results of the Löwdin charge analysis, in e, for atoms 1 through 5: -0.164, -0.090, -0.289, -0.716, -0.037

(2)
Formula: C4H13N2P
Source: OMol25
Level of theory: ωB97M-V/def2-TZVPD

Structure (ORCA input):
```
! RIJCOSX wB97M-V def2-TZVPD def2/J DEFGRID3
* xyz 0 1
C 2.402 1.667 0.564
C 0.219 -3.386 -1.745
C -1.027 0.136 1.891
C -0.977 2.427 0.319
N 1.392 1.080 0.991
N -0.705 -2.421 -2.222
P -0.149 0.717 0.382
H 2.602 2.398 -0.229
H -1.419 -2.193 -1.457
H 3.348 1.527 1.091
H 0.851 -2.936 -0.983
H -0.243 -4.181 -1.205
H 0.858 -3.794 -2.651
H -0.774 -0.930 2.072
H -1.086 0.716 2.848
H -2.088 0.079 1.486
H -0.468 2.863 1.267
H -0.823 3.269 -0.408
H -2.116 2.327 0.293
H -0.268 -1.584 -2.494
*
```

Its SMILES is C=NP(C)C.CN. As for the HOMO-LUMO gap: 9.33 eV.

Results of the Löwdin charge analysis, in e, for atoms 1 through 5: -0.156, -0.245, -0.343, -0.319, -0.273

Which is the most stable structure? (1) is the most stable.

(1)
Formula: C4H6ClNOS
Source: OMol25
Level of theory: ωB97M-V/def2-TZVPD

Structure (ORCA input):
```
! RIJCOSX wB97M-V def2-TZVPD def2/J DEFGRID3
* xyz 0 1
C -1.978 0.349 2.287
C -0.535 -0.229 0.666
C -0.219 1.222 -1.203
C 0.142 -1.154 1.389
H -1.157 0.732 2.905
H -2.176 -0.679 2.604
H -2.941 0.950 2.435
H 0.608 -0.569 -1.063
H -0.926 1.882 -0.704
H 0.051 -1.303 2.461
N -0.118 0.026 -0.653
O -1.716 0.336 0.949
S 0.624 1.714 -2.541
Cl 1.568 -1.908 0.598
*
```

Its SMILES is CO/C(=C/Cl)NC=S. As for the HOMO-LUMO gap: 8.98 eV.

Results of the Löwdin charge analysis, in e, for atoms 1 through 5: -0.114, -0.428, -0.712, -0.410, 0.107

(2)
Formula: C4H6ClNOS
Source: OMol25
Level of theory: ωB97M-V/def2-TZVPD

Structure (ORCA input):
```
! RIJCOSX wB97M-V def2-TZVPD def2/J DEFGRID3
* xyz 0 1
C 0.800 -0.527 -0.860
C 0.397 0.173 0.263
C -1.085 0.328 0.241
C 1.361 0.758 1.280
N -1.626 -0.611 -0.802
O -0.627 -2.724 -1.700
S -0.523 -1.290 -1.857
Cl -1.266 2.118 -0.175
H 1.808 -0.822 -1.068
H -1.772 0.236 1.055
H 1.198 1.838 1.505
H 2.416 0.679 0.959
H 1.474 0.247 2.305
H -2.555 -0.403 -1.145
*
```

As for the HOMO-LUMO gap: 9.41 eV.

Results of the Löwdin charge analysis, in e, for atoms 1 through 5: -0.155, -0.368, -0.610, -0.069, -0.240

Which is the most stable structure? (1) is the most stable.

(1)
Formula: C7H16
Source: OMol25
Level of theory: ωB97M-V/def2-TZVPD

Structure (ORCA input):
```
! RIJCOSX wB97M-V def2-TZVPD def2/J DEFGRID3
* xyz 0 1
C -2.477 -1.173 -0.095
C -1.587 -2.188 0.080
C 2.474 -1.087 -0.458
C 1.806 -0.246 0.568
C 0.902 0.641 -0.278
C -0.125 1.427 0.636
C -1.241 2.098 -0.338
H -1.962 -0.159 -0.130
H -3.693 -1.344 0.037
H -0.408 -1.965 0.232
H -1.702 -3.240 0.343
H 1.667 -1.566 -1.170
H 3.242 -0.316 -0.840
H 3.025 -2.036 -0.117
H 2.456 0.464 1.191
H 1.046 -0.764 1.375
H 1.180 1.456 -1.134
H 0.159 -0.159 -0.705
H 0.595 2.253 1.054
H -0.495 0.665 1.478
H -2.181 1.336 -0.456
H -1.671 3.212 0.089
H -1.011 2.689 -1.362
*
```

Its SMILES is CCCCC.C=C. As for the HOMO-LUMO gap: 11.24 eV.

Results of the Löwdin charge analysis, in e, for atoms 1 through 5: -0.089, -0.099, -0.172, -0.356, -0.322

(2)
Formula: C7H16
Source: OMol25
Level of theory: ωB97M-V/def2-TZVPD

Structure (ORCA input):
```
! RIJCOSX wB97M-V def2-TZVPD def2/J DEFGRID3
* xyz 0 1
C 2.269 0.260 -0.924
C 1.601 0.058 0.437
C 0.219 -0.626 0.441
C -0.272 -0.767 1.878
C -0.799 0.003 -0.493
C -0.854 1.538 -0.478
C -2.173 -0.614 -0.545
H 2.309 -0.677 -1.491
H 3.297 0.616 -0.791
H 1.746 1.001 -1.539
H 2.257 -0.566 1.058
H 1.539 1.024 0.958
H 0.340 -1.622 0.001
H 0.477 -1.304 2.469
H -0.433 0.213 2.346
H -1.209 -1.329 1.934
H -0.372 -0.283 -1.596
H -0.461 1.239 -1.468
H -1.829 2.037 -0.550
H -0.126 2.113 0.107
H -2.760 -0.121 -1.331
H -2.037 -1.662 -0.817
H -2.729 -0.529 0.394
*
```

Its SMILES is CC[C@@H](C)C(C)C. As for the HOMO-LUMO gap: 10.56 eV.

Results of the Löwdin charge analysis, in e, for atoms 1 through 5: -0.105, -0.240, -0.387, -0.066, -0.470

Which is the most stable structure? (2) is the most stable.

(1)
Formula: H2N4O3
Source: OMol25
Level of theory: ωB97M-V/def2-TZVPD

Structure (ORCA input):
```
! RIJCOSX wB97M-V def2-TZVPD def2/J DEFGRID3
* xyz 0 1
N -2.016 0.712 -0.278
N 1.752 0.339 -0.183
N 0.446 0.439 0.099
N -0.181 -0.646 0.066
O -3.112 0.982 0.036
O -1.540 -0.486 0.319
O 0.221 -1.778 -0.133
H 2.120 -0.610 -0.194
H 2.310 1.047 0.267
*
```

Its SMILES is N/N=[N+](\[O-])ON=O. As for the HOMO-LUMO gap: 8.90 eV.

Results of the Löwdin charge analysis, in e, for atoms 1 through 5: -0.015, 0.067, 0.016, -0.379, 0.094

(2)
Formula: H2N4O3
Source: OMol25
Level of theory: ωB97M-V/def2-TZVPD

Structure (ORCA input):
```
! RIJCOSX wB97M-V def2-TZVPD def2/J DEFGRID3
* xyz 0 1
N -0.830 2.083 -0.228
N -0.224 -1.070 0.430
N -1.343 1.147 0.031
N 1.033 -0.997 -0.120
O -0.254 3.004 -0.485
O 2.016 -1.341 0.519
O 1.031 -0.379 -1.186
H -0.974 -0.841 -0.141
H -0.455 -1.605 1.180
*
```

Its SMILES is N[N+](=O)[O-].N#[N+][O-]. As for the HOMO-LUMO gap: 11.71 eV.

Results of the Löwdin charge analysis, in e, for atoms 1 through 5: -0.310, 0.157, 0.224, -0.458, 0.165

Which is the most stable structure? (2) is the most stable.

(1)
Formula: C2H10N3O
Source: OMol25
Level of theory: ωB97M-V/def2-TZVPD

Structure (ORCA input):
```
! RIJCOSX wB97M-V def2-TZVPD def2/J DEFGRID3
* xyz 1 1
C -2.429 0.088 -0.872
N -1.540 0.709 0.111
C -0.363 0.161 0.467
N 0.070 0.242 1.727
N 0.383 -0.459 -0.458
H -2.443 -0.984 -0.653
H -2.213 0.122 -1.947
H -3.424 0.461 -0.636
H -1.789 1.536 0.625
H 1.074 0.261 1.835
H -0.520 0.645 2.437
H 1.357 -0.546 -0.159
H -0.018 -0.859 -1.277
H 3.566 -1.211 -0.254
H 3.609 -0.336 -1.541
O 3.122 -0.519 -0.744
*
```

As for the HOMO-LUMO gap: 11.55 eV.

Results of the Löwdin charge analysis, in e, for atoms 1 through 5: -0.044, 0.029, -0.424, 0.217, 0.216

(2)
Formula: C2H10N3O
Source: OMol25
Level of theory: ωB97M-V/def2-TZVPD

Structure (ORCA input):
```
! RIJCOSX wB97M-V def2-TZVPD def2/J DEFGRID3
* xyz 1 1
C -1.824 -0.078 -0.581
C 1.621 -0.496 -0.092
N -1.179 0.988 0.061
N 1.822 0.898 -0.612
N -2.552 -0.866 0.157
O 1.015 -0.477 1.167
H -1.632 -0.183 -1.680
H 0.808 -0.805 -0.681
H -1.156 1.007 1.052
H -0.300 1.232 -0.436
H 2.715 1.065 -1.152
H 1.976 1.541 0.165
H -3.127 -1.535 -0.235
H -2.436 -0.862 1.231
H 2.569 -1.094 -0.192
H 1.680 -0.335 1.829
*
```

As for the HOMO-LUMO gap: 9.63 eV.

Results of the Löwdin charge analysis, in e, for atoms 1 through 5: -0.117, -0.317, 0.162, -0.015, 0.190

(3)
Formula: C2H10N3O
Source: OMol25
Level of theory: ωB97M-V/def2-TZVPD

Structure (ORCA input):
```
! RIJCOSX wB97M-V def2-TZVPD def2/J DEFGRID3
* xyz 1 1
N 0.578 -0.420 0.708
C 1.055 -0.796 -0.463
N 2.122 -1.594 -0.561
N 0.465 -0.345 -1.579
H 1.005 -0.729 1.564
H -0.207 0.229 0.728
H 2.608 -1.906 0.263
H 2.660 -1.586 -1.411
H -0.273 0.335 -1.447
H 0.986 -0.188 -2.428
C -2.033 1.685 1.513
O -1.731 1.174 0.192
H -2.974 2.226 1.494
H -2.113 0.870 2.231
H -1.238 2.372 1.775
H -2.569 0.891 -0.190
*
```

As for the HOMO-LUMO gap: 11.81 eV.

Results of the Löwdin charge analysis, in e, for atoms 1 through 5: 0.224, -0.465, 0.206, 0.206, 0.140

Which is the most stable structure? (3) is the most stable.

(1)
Formula: C5H12O2
Source: OMol25
Level of theory: ωB97M-V/def2-TZVPD

Structure (ORCA input):
```
! RIJCOSX wB97M-V def2-TZVPD def2/J DEFGRID3
* xyz 1 2
C 0.036 0.895 0.180
C -0.241 -0.341 -0.199
C 1.468 1.399 0.216
C 1.696 2.794 0.526
C 0.948 3.900 0.147
H -0.717 1.648 0.347
H -1.261 -0.669 -0.128
H 0.536 -1.046 -0.415
H 2.158 0.776 0.787
H 1.821 1.190 -0.825
H 2.591 3.049 1.091
H 1.421 4.869 0.189
H -0.086 3.854 -0.190
H -2.563 -4.116 -0.627
H -3.306 -4.259 -1.962
O -2.961 -3.603 -1.348
H -1.065 -3.013 1.065
H 0.171 -3.493 0.377
O -0.645 -3.835 0.769
*
```

As for the HOMO-LUMO gap (alpha / beta): 8.41 / 4.33 eV.

Results of the Löwdin charge analysis, in e, for atoms 1 through 5: -0.117, 0.084, -0.157, -0.005, 0.231

(2)
Formula: C5H12O2
Source: OMol25
Level of theory: ωB97M-V/def2-TZVPD

Structure (ORCA input):
```
! RIJCOSX wB97M-V def2-TZVPD def2/J DEFGRID3
* xyz 1 2
C -0.251 0.826 -2.221
C 0.587 -0.105 -1.425
C 0.517 -0.112 -0.039
C 2.272 -1.876 -1.514
C 1.589 -0.859 -2.096
H -1.309 0.602 -2.090
H 0.015 0.793 -3.270
H -0.108 1.848 -1.867
H -0.324 0.388 0.426
H 1.200 -0.574 0.673
H 2.154 -2.140 -0.461
H 3.029 -2.494 -1.978
H 1.695 -0.672 -3.163
H -1.146 2.530 3.214
H -0.063 1.517 2.782
O -0.662 2.198 2.444
H -2.805 -1.059 2.158
H -3.653 -0.502 3.282
O -2.730 -0.588 2.998
*
```

As for the HOMO-LUMO gap (alpha / beta): 8.54 / 6.18 eV.

Results of the Löwdin charge analysis, in e, for atoms 1 through 5: -0.004, -0.242, 0.240, 0.188, -0.047

Which is the most stable structure? (2) is the most stable.

(1)
Formula: C4H5N3O3
Source: OMol25
Level of theory: ωB97M-V/def2-TZVPD

Structure (ORCA input):
```
! RIJCOSX wB97M-V def2-TZVPD def2/J DEFGRID3
* xyz 0 1
C -1.468 -0.238 -0.273
C -0.969 0.971 -0.585
C -0.405 -1.218 -0.208
C 0.505 0.920 -0.666
N 4.221 -1.663 1.286
N 3.259 -2.137 1.533
N 0.769 -0.591 -0.374
O -0.584 -2.551 -0.176
O 1.122 1.735 0.300
O 1.933 -1.094 -0.202
H -2.548 -0.453 -0.207
H -1.608 1.860 -0.707
H 0.814 1.080 -1.708
H 0.360 -3.043 -0.175
H 1.260 1.028 0.958
*
```

Its SMILES is [O-][N+]1=C(O)C=C[C@H]1O.N#N. As for the HOMO-LUMO gap (alpha / beta): 8.18 / 8.18 eV.

Results of the Löwdin charge analysis, in e, for atoms 1 through 5: 0.013, -0.019, -0.291, -0.271, 0.028

(2)
Formula: C4H5N3O3
Source: OMol25
Level of theory: ωB97M-V/def2-TZVPD

Structure (ORCA input):
```
! RIJCOSX wB97M-V def2-TZVPD def2/J DEFGRID3
* xyz 0 1
C -0.732 2.592 0.800
C -0.950 1.534 -0.128
C 1.479 -1.397 -0.547
C 0.406 -0.554 -0.349
N 0.313 2.288 1.522
N 0.696 1.113 1.276
N -0.043 0.591 0.272
O 0.587 -0.721 -1.619
O 1.239 -2.706 -0.464
O -0.951 -1.849 0.185
H -1.420 3.378 1.078
H -1.551 1.374 -0.938
H 2.402 -0.942 -0.516
H 0.218 -2.880 -0.168
H -0.858 -1.838 1.244
*
```

As for the HOMO-LUMO gap: 10.31 eV.

Results of the Löwdin charge analysis, in e, for atoms 1 through 5: -0.123, 0.032, -0.195, -0.335, 0.000

Which is the most stable structure? (1) is the most stable.

(1)
Formula: C3H10N4S
Source: OMol25
Level of theory: ωB97M-V/def2-TZVPD

Structure (ORCA input):
```
! RIJCOSX wB97M-V def2-TZVPD def2/J DEFGRID3
* xyz 0 1
C 1.192 -0.468 0.956
C -1.073 0.425 -0.830
C -1.712 1.517 -0.040
H 2.363 -1.239 -1.733
H 1.805 -2.435 -0.593
H 1.702 -0.272 2.053
H -0.878 -1.011 1.721
H 0.054 -1.210 -1.183
H -1.580 0.384 -1.818
H 0.010 0.745 -1.118
H -2.800 1.347 0.239
H -1.322 2.535 -0.666
H 0.453 1.528 1.592
N 1.570 -1.366 -0.925
N 2.058 -0.449 0.026
N -0.068 -0.869 0.876
N -0.696 -0.971 -0.269
S -1.077 1.809 1.712
*
```

Its SMILES is N/N=C\NNCCS. As for the HOMO-LUMO gap: 8.45 eV.

Results of the Löwdin charge analysis, in e, for atoms 1 through 5: -0.395, -0.310, -0.548, 0.150, 0.169

(2)
Formula: C3H10N4S
Source: OMol25
Level of theory: ωB97M-V/def2-TZVPD

Structure (ORCA input):
```
! RIJCOSX wB97M-V def2-TZVPD def2/J DEFGRID3
* xyz 0 1
C 0.402 2.390 -0.382
C -0.367 -0.002 -0.164
C -1.051 -2.399 -0.239
H 1.507 2.751 -0.385
H 0.064 2.455 -1.513
H -0.115 3.145 0.504
H 1.668 0.321 1.888
H 0.106 0.712 2.167
H -1.945 1.033 -0.708
H -0.163 -3.348 -0.219
H -1.970 -2.395 0.856
H -1.496 -2.096 -1.273
H 1.834 -1.581 -1.509
N 0.657 1.045 0.161
N 0.847 1.027 1.610
N -1.534 0.048 -0.763
N -0.044 -1.250 0.012
S 1.601 -1.856 -0.044
*
```

As for the HOMO-LUMO gap: 9.38 eV.

Results of the Löwdin charge analysis, in e, for atoms 1 through 5: -0.134, -0.577, -0.147, 0.081, 0.109

Which is the most stable structure? (2) is the most stable.